(1)
Molecular formula: C17H26N2O4
Method: DFT, ωB97M-V/def2-TZVPD

Cartesian coordinates (Å):
C -6.3041 2.9075 1.1426
C -5.5178 3.3661 -0.0712
O -4.2733 2.6716 -0.0871
C -3.4793 2.9046 -1.1401
O -3.7902 3.6630 -2.0338
C -2.2273 2.1506 -1.0838
C -1.2369 2.2004 -2.0644
C -1.1735 2.9699 -3.3299
N -0.2415 1.3813 -1.6843
C -0.5371 0.7849 -0.4728
C 0.3508 -0.1529 0.1870
O 0.0975 -0.6656 1.2609
C 1.6490 -0.4605 -0.5753
N 2.5582 -1.4088 0.0257
C 2.0224 -2.7527 0.1682
C 3.1693 -3.7023 0.5321
C 2.6586 -5.1112 0.8033
O 3.8335 -3.2648 1.7044
C 4.2871 -1.9270 1.6413
C 5.4578 -1.7428 0.6703
C 3.1338 -0.9784 1.2891
C -1.7846 1.2552 -0.0742
C -2.5054 0.8858 1.1680
H -6.4849 1.8373 1.0892
H -5.7473 3.1198 2.0513
H -7.2568 3.4276 1.1793
H -6.0566 3.1524 -1.0017
H -5.3226 4.4444 -0.0360
H -1.0726 2.2971 -4.1814
H -0.3156 3.6422 -3.3243
H -2.0822 3.5532 -3.4404
H 0.6018 1.2306 -2.2132
H 2.1986 0.4791 -0.7080
H 1.3795 -0.8504 -1.5642
H 1.5841 -3.0618 -0.7841
H 1.2515 -2.8044 0.9508
H 3.8833 -3.7245 -0.3067
H 1.9505 -5.0914 1.6272
H 3.4895 -5.7542 1.0785
H 2.1707 -5.5116 -0.0811
H 4.6287 -1.7182 2.6619
H 6.1747 -2.5497 0.8002
H 5.0993 -1.7398 -0.3554
H 5.9526 -0.7965 0.8706
H 3.5194 0.0377 1.1775
H 2.3920 -0.9924 2.1006
H -1.9148 0.1825 1.7459
H -3.4684 0.4415 0.9233
H -2.7017 1.7752 1.7640

## Properties
Orbital gap   8.818 eV
2S+1   1
Highest occupied orbital energy   -8.3 eV
Relative energy (zero: lowest compared OMol25 entry of this formula, charge and spin)   167.8 kJ/mol
Largest force on an atom   1.0 eV/Å
SMILES   CCOC(=O)c1c(C)[nH]c(C(=O)CN2C[C@H](C)O[C@@H](C)C2)c1C

(2)
Molecular formula: C17H26N2O4S
Method: DFT, ωB97M-V/def2-TZVPD

Cartesian coordinates (Å):
C -3.5587 -3.1238 1.0650
O -2.8136 -2.1049 0.4365
C -3.3965 -0.9027 0.2300
C -4.6473 -0.5225 0.7141
C -5.1349 0.7488 0.4679
C -4.4103 1.6802 -0.2652
C -4.9413 3.0594 -0.5060
C -3.1699 1.2921 -0.7556
C -2.6749 0.0285 -0.5150
S -1.0662 -0.3870 -1.2008
O -1.0635 -1.7040 -1.7572
O -0.6943 0.7037 -2.0624
N 0.0317 -0.3574 0.0523
C 0.0861 -1.5036 0.9221
C 0.1855 0.9266 0.6921
C 1.6165 1.1123 1.2103
O 1.8142 1.2566 2.4053
N 2.6101 1.1107 0.3041
C 2.4623 0.9241 -1.1207
C 2.9923 -0.4299 -1.6045
C 4.5193 -0.5126 -1.6004
C 5.1485 -0.9128 -0.2610
C 4.5170 -0.2894 0.9896
C 3.9730 1.1307 0.8055
H -3.7928 -2.8676 2.1037
H -2.9189 -4.0040 1.0459
H -4.4839 -3.3370 0.5223
H -5.2467 -1.2131 1.2855
H -6.1063 1.0187 0.8562
H -6.0155 3.0356 -0.6746
H -4.4567 3.5125 -1.3661
H -4.7522 3.6898 0.3631
H -2.5691 1.9595 -1.3533
H -0.1705 -2.3716 0.3208
H -0.6115 -1.4165 1.7621
H 1.0965 -1.6104 1.3199
H -0.4819 1.0275 1.5611
H -0.0659 1.6954 -0.0395
H 3.0207 1.7249 -1.6220
H 1.4178 1.0095 -1.4083
H 2.6315 -0.5650 -2.6251
H 2.5595 -1.2267 -1.0003
H 4.9197 0.4526 -1.9195
H 4.8392 -1.2457 -2.3443
H 6.2069 -0.6440 -0.2992
H 5.0984 -1.9985 -0.1549
H 5.2650 -0.2814 1.7842
H 3.6894 -0.9088 1.3397
H 3.9447 1.6332 1.7748
H 4.5975 1.7079 0.1217

## Properties
Orbital gap   9.476 eV
2S+1   1
Highest occupied orbital energy   -8.9 eV
Relative energy (zero: lowest compared OMol25 entry of this formula, charge and spin)   77.0 kJ/mol
Largest force on an atom   1.1 eV/Å
SMILES   COc1ccc(C)cc1S(=O)(=O)N(C)CC(=O)N1CCCCCC1

(3)
Molecular formula: C17H26N4O3
Method: DFT, ωB97M-V/def2-TZVPD

Cartesian coordinates (Å):
C -1.2932 -2.0254 2.2063
N -1.9434 -1.6032 0.9758
C -3.3395 -2.0251 1.0028
C -4.0696 -1.6828 -0.2832
C -4.0001 -0.1841 -0.5359
C -2.5469 0.2649 -0.5110
C -1.8480 -0.1640 0.7861
C -0.3973 0.2908 0.6771
O 0.4823 -0.5025 0.3596
N -0.0796 1.6050 0.8619
C 1.3478 1.9059 0.7080
C 1.7813 1.9654 -0.7698
C 3.1661 1.3741 -0.9690
O 4.1424 2.0362 -1.2699
N 3.1941 0.0289 -0.7692
C 4.4170 -0.7320 -0.8643
C 4.3880 -1.7268 -1.9752
N 4.5547 -3.0026 -1.9006
C 4.4430 -3.4458 -3.2116
C 4.2065 -2.3905 -4.0108
O 4.1694 -1.2726 -3.2284
C -0.8692 2.7744 1.1728
C -2.3021 2.8916 1.5921
C -1.1987 3.1898 2.5764
H -0.2306 -1.8041 2.1709
H -1.7361 -1.5383 3.0933
H -1.4111 -3.1026 2.3213
H -3.3545 -3.1030 1.1714
H -3.8699 -1.5597 1.8573
H -3.6015 -2.2198 -1.1122
H -5.1057 -2.0203 -0.2139
H -4.4601 0.0769 -1.4906
H -4.5606 0.3442 0.2441
H -2.0023 -0.1959 -1.3401
H -2.4687 1.3466 -0.6276
H -2.3141 0.3343 1.6493
H 1.5467 2.8507 1.2099
H 1.9098 1.1347 1.2307
H 1.0799 1.3743 -1.3601
H 1.7783 2.9842 -1.1501
H 2.3380 -0.4182 -0.4565
H 5.2244 -0.0171 -1.0269
H 4.6160 -1.2828 0.0549
H 4.5370 -4.4848 -3.4750
H 4.0490 -2.2547 -5.0645
H -0.5653 3.5904 0.5262
H -2.8475 3.7198 1.1607
H -2.9122 2.0264 1.7814
H -1.0348 2.4413 3.3408
H -1.0091 4.2080 2.8851

## Properties
Orbital gap   9.556 eV
2S+1   1
Highest occupied orbital energy   -8.8 eV
Relative energy (zero: lowest compared OMol25 entry of this formula, charge and spin)   216.1 kJ/mol
Largest force on an atom   0.3 eV/Å
SMILES   CN1CCCC[C@@H]1C(=O)N(CCC(=O)NCc1ncco1)C1CC1

(4)
Molecular formula: C17H26N6O
Method: DFT, ωB97M-V/def2-TZVPD

Cartesian coordinates (Å):
C 0.0305 2.1848 -1.2941
N 0.2960 1.0488 -0.4879
C 1.1285 1.4997 0.6320
C 2.4591 1.2557 0.2537
N 3.2481 0.1693 0.4766
C 4.3249 0.5985 0.0440
N 4.1750 1.6602 -0.5417
O 2.9634 2.2092 -0.6482
C 5.5635 -0.0474 -0.0212
N 5.6785 -1.2006 0.8376
C 6.7152 -1.6279 0.9278
C 7.7965 -1.3285 0.0995
N 7.9056 -0.5294 -0.6841
C 6.7729 0.4163 -0.6034
H 6.7231 1.1899 -1.3980
H 8.7649 -1.9981 0.3738
H 6.8099 -2.8666 1.5940
H 0.7420 2.3808 1.1000
H 0.9058 0.8124 1.4110
C -1.1002 0.3774 -0.0089
C -1.7296 -0.3633 -1.4343
H -2.1841 0.4896 -1.8769
H -0.9255 -0.8296 -1.7997
C -2.9223 -1.2133 -0.7742
N -3.7909 -0.3224 -0.3801
H -4.4924 -1.0474 0.1242
C -3.3420 0.1338 0.9836
C -2.1189 1.3374 0.5168
H -1.8288 1.6574 1.5310
H -2.4783 1.8822 -0.0922
C -4.5201 1.3600 1.2643
H -4.2710 1.9646 1.9283
H -4.8294 1.8000 0.4342
H -5.3899 0.5491 1.6863
C -3.0519 -0.5469 2.2640
H -2.0571 -0.8449 2.1987
H -2.8826 0.2033 2.9322
H -3.8269 -1.1565 2.7504
C -3.6492 -1.6025 -2.2043
H -4.2024 -0.6337 -2.5621
H -2.8839 -2.1745 -2.7903
H -4.5592 -2.2846 -1.7470
C -2.4623 -2.6098 -0.2640
H -3.2585 -3.2705 0.1271
H -1.7730 -2.3228 0.4456
H -1.7045 -3.2468 -1.0477
H -0.6509 -0.5552 0.6096
H -0.4500 1.7298 -2.2172
H 0.9912 2.6080 -1.8112
H -0.6591 3.1050 -0.8572

## Properties
Orbital gap   8.786 eV
2S+1   1
Highest occupied orbital energy   -8.8 eV
Relative energy (zero: lowest compared OMol25 entry of this formula, charge and spin)   1841.6 kJ/mol
Largest force on an atom   17.9 eV/Å

(5)
Molecular formula: C17H26NO9S
Method: DFT, ωB97M-V/def2-TZVPD

Cartesian coordinates (Å):
C -1.4669 3.1272 0.6715
C -0.7387 2.0322 -0.1910
O 0.5464 2.5190 -0.6231
C 1.5976 1.6447 -0.2764
C 2.0515 0.6504 -1.4212
C 1.5570 1.2587 -2.7846
C 0.2144 0.4446 -2.9772
C 0.3148 -0.8494 -2.0208
N 1.6493 -0.8042 -1.3861
O 2.7500 -1.4963 -1.8643
C 2.7643 -1.8602 -3.2455
C 2.4652 -3.3897 -3.5091
C 3.1059 -4.3326 -2.4238
O 1.0931 -3.6431 -3.7782
S 1.4852 -1.6039 0.2706
C 2.9916 -1.1557 1.2538
O 0.3006 -1.1336 1.0119
O 1.4473 -3.0849 0.1571
H -1.8417 3.9211 -0.0240
H -2.3625 2.7195 1.2008
H -0.7848 3.5756 1.4235
H -1.3912 1.9066 -1.1006
H -0.7222 1.0412 0.3158
H 1.3352 1.1742 0.6990
H 2.4860 2.2987 -0.0695
H 3.1629 0.6572 -1.3144
H 2.3540 0.9243 -3.5069
H 1.5719 2.3544 -2.9268
H -0.7280 1.0230 -2.9525
H 0.2717 0.0389 -4.0208
H -0.6053 -0.7363 -1.4032
H 0.0468 -1.6674 -2.7229
H 2.1845 -1.2288 -3.9511
H 3.8297 -1.7477 -3.5808
H 3.0204 -3.6127 -4.4618
H 2.3791 -4.7144 -1.6775
H 4.0183 -3.8851 -1.9599
H 3.4828 -5.2284 -2.9861
H 0.8460 -4.4455 -3.3041
H 2.9332 -0.0863 1.5748
H 3.0819 -1.7876 2.1624
H 3.9048 -1.2503 0.6239
C -5.7656 2.4315 4.2029
C -4.5847 2.5716 3.5224
C -3.4310 1.7470 4.1015
O -2.3183 1.6962 3.5715
C -3.6596 0.9977 5.3305
C -4.8395 0.8650 6.0244
C -6.0248 1.6070 5.3858
O -7.1739 1.5467 5.8185
O -5.0373 0.2198 7.0829
O -4.3561 3.2792 2.4989
H -6.6414 2.9717 3.8560
H -2.7696 0.4993 5.7039

## Properties
Orbital gap   1.652 eV
2S+1   1
Highest occupied orbital energy   -1.5 eV
Largest force on an atom   7.8 eV/Å
Charge   -1

(6)
Molecular formula: C17H27AgBrF6N3O7PS4
Method: DFT, ωB97M-V/def2-TZVPD

Cartesian coordinates (Å):
Ag 0.5551 0.9262 -0.5019
C 0.4968 1.2319 5.4091
C 1.3475 1.0336 4.1824
C 2.7306 1.1348 4.2056
C 3.4597 0.9751 3.0402
C 2.7551 0.7211 1.8770
Br 3.6792 0.5512 0.2368
N 1.4440 0.6023 1.8263
C 0.7623 0.7579 2.9559
H 1.1138 1.3700 6.2966
H -0.1552 0.3728 5.5777
H -0.1376 2.1132 5.2977
H 3.2431 1.3466 5.1368
H 4.5377 1.0501 3.0219
H -0.3158 0.6572 2.8746
C -4.0969 -0.4496 1.6311
N -3.7955 0.2727 0.4162
C -4.8444 1.0658 -0.1948
C -2.5167 0.3742 -0.0330
O -2.1603 1.0464 -0.9801
H -4.9920 -1.0599 1.4943
H -4.2682 0.2268 2.4756
H -3.2657 -1.1102 1.8767
H -5.7666 0.4830 -0.2310
H -4.5352 1.3330 -1.2011
H -5.0271 1.9889 0.3642
H -1.8150 -0.2538 0.5380
F -1.4925 5.6509 -0.9427
C -1.3597 4.3297 -1.0094
F -1.2331 3.9603 -2.2726
F -2.4709 3.7972 -0.4967
S 0.1287 3.7388 0.0015
O 1.0796 3.1700 -0.9456
O -0.4517 2.8249 0.9515
N 0.6648 5.0466 0.7218
S 1.5864 6.0090 -0.1841
O 1.8278 7.2392 0.5050
O 1.2000 6.0508 -1.5670
C 3.2867 5.1850 -0.1685
F 3.6315 4.7839 -1.3855
F 4.1935 6.0830 0.2456
F 3.3390 4.1447 0.6614
C -2.3882 -3.3314 -2.4048
C -1.9529 -4.1874 -1.2274
C -1.4864 -5.5664 -1.6665
O -0.9771 -3.5652 -0.3747
P 0.4122 -2.8030 -0.6863
S 1.3506 -2.6935 1.0175
S 0.0352 -1.1431 -1.7652
O 1.0621 -3.8960 -1.6913
C 2.2052 -3.7559 -2.5552
C 3.3486 -3.0132 -1.8879
C 1.8274 -3.1483 -3.8939
H -3.2328 -3.8142 -2.9025
H -1.5734 -3.2111 -3.1200
H -2.6850 -2.3350 -2.0784
H -2.8006 -4.3128 -0.5538
H -0.6430 -5.4830 -2.3512
H -2.3078 -6.0865 -2.1678
H -1.1693 -6.1519 -0.8012
H 2.5016 -4.7916 -2.7258
H 3.0603 -1.9820 -1.6717
H 4.2124 -3.0038 -2.5589
H 3.6247 -3.4858 -0.9458
H 1.6311 -2.0794 -3.8044
H 0.9303 -3.6280 -4.2950
H 2.6521 -3.3069 -4.5955

## Properties
Orbital gap   7.465 eV
2S+1   1
Highest occupied orbital energy   -5.1 eV
Largest force on an atom   1.1 eV/Å
Charge   -1